# 1
This record from the OMol25 dataset describes a 2-piece molecular cluster, C9H14O overall at a distorted geometry. The level of theory is ωB97M-V/def2-TZVPD.

Structure (XYZ):
```
24
Properties=species:S:1:pos:R:3:forces:R:3
C 0.407 -0.163 -2.405 -0.42 0.45 1.45
C 1.207 -2.484 1.138 -1.63 -0.05 3.35
C 0.134 -2.821 0.324 -0.33 -0.89 0.85
C 2.090 -1.521 0.773 1.17 -0.64 -3.01
C -0.016 -2.193 -0.874 0.70 0.19 1.26
C 1.981 -0.992 -0.593 2.73 0.50 4.60
C 0.830 -1.168 -1.249 -1.62 1.77 -3.45
H 1.102 -2.785 2.241 0.72 0.04 -1.76
H -0.625 -3.528 0.715 0.64 0.37 -0.58
H 3.014 -1.406 1.335 -0.30 0.50 0.01
H -0.784 -2.514 -1.466 -2.10 -0.23 -1.61
H 2.871 -0.373 -0.792 -1.07 0.16 -0.77
H 1.115 -0.116 -3.175 1.74 0.24 -0.83
H 0.214 0.916 -2.061 0.50 -1.63 -0.03
H -0.458 -0.384 -3.013 -0.74 -0.73 0.53
C -1.276 2.573 0.501 -3.42 -1.87 -2.69
C -2.208 2.144 1.644 -1.54 2.72 1.45
O 0.009 2.550 0.929 3.34 -1.38 0.49
H -1.660 2.021 -0.433 1.59 -0.02 0.86
H -1.380 3.556 0.201 -1.33 2.29 -0.39
H -1.405 1.790 2.286 -0.76 0.06 1.18
H 0.705 2.284 0.295 -1.03 0.11 0.31
H -3.107 1.452 1.691 1.52 0.27 -1.25
H -2.760 3.161 1.988 1.64 -2.23 0.02
```
Positions in Å, forces in eV/Å.

Properties
- SMILES: Cc1ccccc1.CCO
- Relative energy (zero: lowest compared OMol25 entry of this formula, charge and spin): 68.5 kcal per mole
- HOMO energy: -0.3411 hartree
- Net charge: 0

Results of the natural (NBO) charge analysis, in e, for atoms 1 through 4:
1. C -0.631
2. C -0.227
3. C -0.205
4. C -0.201

---

# 2
This record from the OMol25 dataset describes a 2-piece molecular cluster, C9H14O overall at a distorted geometry. The level of theory is ωB97M-V/def2-TZVPD.

Structure (XYZ):
```
24
Properties=species:S:1:pos:R:3:forces:R:3
C -2.284 -0.249 0.123 0.14 -0.47 0.57
C -3.091 -0.367 1.429 -0.52 1.04 -0.49
H -1.214 -0.275 0.308 -0.01 0.05 0.11
H -2.495 -1.133 -0.457 -0.05 -0.14 -0.61
H -2.487 0.640 -0.470 -0.20 0.01 0.10
H -3.579 -1.331 1.524 0.28 -0.25 0.23
H -3.913 0.356 1.422 0.00 -0.03 0.00
H -2.505 -0.109 2.301 0.16 -0.28 0.24
C -0.045 1.835 -1.549 -0.37 -0.26 -1.09
C 2.369 0.179 0.875 -0.52 -0.10 0.56
C 1.582 1.129 0.227 0.44 0.06 -0.66
C 2.350 -1.135 0.451 -0.20 -0.41 -0.36
C 0.793 0.802 -0.867 0.10 -0.47 0.72
C 1.646 -1.473 -0.710 0.34 0.45 0.56
C 0.830 -0.534 -1.289 0.13 0.57 -0.84
O 2.984 -2.157 1.115 0.14 0.63 0.40
H 2.875 0.430 1.802 0.21 0.12 -0.17
H 1.705 2.174 0.467 -0.24 0.14 0.43
H 3.242 -1.807 1.985 0.05 -0.32 -0.41
H 1.809 -2.434 -1.149 -0.28 -0.57 -0.02
H -0.908 1.399 -2.064 0.03 -0.25 0.30
H 0.511 2.256 -2.394 0.11 0.45 0.33
H 0.278 -0.800 -2.185 -0.09 -0.07 0.06
H -0.453 2.603 -0.895 0.36 0.10 0.05
```
Positions in Å, forces in eV/Å.

Properties
- SMILES: Cc1ccc(O)cc1.CC
- Relative energy (zero: lowest compared OMol25 entry of this formula, charge and spin): 10.1 kcal per mole
- HOMO energy: -0.3081 hartree
- Net charge: 0

Results of the natural (NBO) charge analysis, in e, for atoms 1 through 4:
1. C -0.619
2. C -0.613
3. H 0.217
4. H 0.204